Entry 1:
{"formula": "C5H10O2", "method": "ωB97M-V/def2-TZVPD", "e_tot_ha": -346.95459, "orbital_gap_ev": 10.311, "homo_ev": -9.42, "lumo_ha": 0.0327, "smiles": "C=CCC.O=CO", "elements": ["C", "C", "C", "C", "H", "H", "H", "H", "H", "H", "H", "H", "O", "C", "O", "H", "H"], "coordinates": [[0.92966, 1.49923, 0.41058], [-0.16262, 0.75599, 0.55761], [-1.15270, 0.47998, -0.54079], [-2.06495, -0.72848, -0.33630], [1.61348, 1.68648, 1.23012], [1.19300, 1.92175, -0.55795], [-0.38858, 0.32516, 1.53447], [-0.63130, 0.39946, -1.50513], [-1.76416, 1.38585, -0.60359], [-2.83793, -0.75268, -1.11147], [-1.51010, -1.67072, -0.38092], [-2.57765, -0.68218, 0.63153], [3.02494, -0.45348, 0.63079], [2.11040, -0.67932, -0.11536], [1.05945, -1.47038, 0.18343], [2.02638, -0.33399, -1.15582], [1.13270, -1.68268, 1.12880]], "forces_ev_per_angstrom": [[-0.49, 0.41, 0.20], [-0.01, 0.50, 0.09], [-0.05, 0.18, -0.06], [-0.02, -0.04, 0.03], [-0.12, 0.05, -0.08], [-0.04, 0.01, 0.14], [0.00, 0.13, -0.10], [-0.05, 0.03, 0.18], [-0.15, -0.08, -0.16], [0.12, -0.03, 0.11], [-0.04, 0.17, 0.02], [0.09, 0.03, -0.11], [-0.33, -0.15, -0.38], [0.44, -0.56, 0.06], [0.49, -0.46, 0.03], [0.11, -0.10, 0.16], [0.05, -0.09, -0.14]], "nbo_charge": [-0.44, -0.14, -0.45, -0.60, 0.22, 0.19, 0.19, 0.20, 0.22, 0.21, 0.21, 0.20, -0.59, 0.66, -0.69, 0.13, 0.49]}

=====

Entry 2:
{"formula": "C3H6IN2OS", "method": "ωB97M-V/def2-TZVPD", "total_charge": 1, "e_tot_ha": -998.23406, "orbital_gap_ev": 7.899, "homo_ev": -12.81, "lumo_ha": -0.1804, "elements": ["C", "C", "C", "N", "N", "O", "S", "I", "H", "H", "H", "H", "H", "H"], "coordinates": [[-1.40433, 0.09095, -0.21568], [-0.49470, 0.60151, -1.36894], [1.63258, -0.25622, -0.01669], [-1.27921, -1.00571, 0.44656], [2.61980, -0.16158, 0.80584], [-2.36752, 1.01270, 0.03257], [1.05716, 1.14446, -0.69240], [-2.47180, -1.71037, 1.99319], [-0.36763, -0.30153, -1.98987], [-1.26442, 1.28986, -1.92060], [1.32180, -1.18819, -0.26450], [2.97743, -0.94680, 1.34214], [2.88184, 0.69892, 1.07764], [-2.84099, 0.73201, 0.77072]], "forces_ev_per_angstrom": [[-1.40, -0.40, 2.05], [-3.24, -1.95, -0.16], [0.95, 1.74, 0.45], [1.23, 0.62, -1.40], [-0.62, -3.45, -0.13], [1.93, 0.69, -2.51], [-0.34, 1.62, -0.73], [0.36, 0.79, -0.86], [0.33, 0.59, -0.09], [2.46, -0.46, 0.86], [-1.39, -2.71, -0.71], [-0.01, 0.02, -0.42], [1.46, 3.62, 1.38], [-1.71, -0.73, 2.26]], "nbo_charge": [0.54, -0.66, 0.04, -0.71, -0.62, -0.66, 0.51, 0.36, 0.27, 0.33, 0.25, 0.44, 0.41, 0.49]}

=====

Entry 3:
{"formula": "C7H19N4PS3V", "method": "ωB97M-V/def2-TZVPD", "total_charge": 4, "e_tot_ha": -2975.42283, "orbital_gap_ev": [5.151, 6.061], "homo_ev": [-21.82, -21.86], "lumo_ha": [-0.6126, -0.5807], "s2": 0.86, "multiplicity": 2, "elements": ["V", "N", "N", "C", "N", "S", "H", "H", "H", "H", "H", "C", "P", "C", "C", "H", "H", "H", "H", "H", "H", "H", "H", "H", "S", "C", "N", "C", "C", "S", "H", "H", "H", "H", "H"], "coordinates": [[0.50334, -0.94114, -0.00768], [2.01441, -2.31915, -0.51054], [2.83489, -2.65228, 0.58490], [2.35620, -2.54936, 1.83121], [3.00987, -2.97391, 2.86445], [0.78152, -1.77117, 2.04487], [1.57652, -3.17843, -0.87278], [2.61820, -1.97680, -1.26674], [3.72910, -3.09886, 0.39178], [3.91332, -3.44475, 2.81026], [2.65186, -2.86177, 3.81068], [-2.28420, -3.06101, -0.70745], [-1.83221, -1.35393, -0.34409], [-2.70121, -0.81821, 1.14868], [-2.26939, -0.30298, -1.75928], [-3.36623, -3.06389, -0.89198], [-2.08133, -3.72422, 0.13456], [-1.79630, -3.43389, -1.60990], [-3.77294, -0.78723, 0.92087], [-2.39446, 0.17346, 1.48381], [-2.54774, -1.54037, 1.95337], [-3.32286, -0.01988, -1.66130], [-2.14470, -0.85624, -2.69241], [-1.67597, 0.61364, -1.80400], [1.20069, 1.13031, 0.27194], [0.75669, 2.71058, -0.35161], [0.55290, 3.70739, 0.45776], [0.39960, 5.03736, -0.13929], [0.47637, 4.87025, -1.66767], [0.77797, 3.10648, -2.01767], [0.55793, 3.61704, 1.47003], [1.18596, 5.69030, 0.24450], [-0.55003, 5.47270, 0.17607], [1.28529, 5.44284, -2.11928], [-0.44302, 5.15713, -2.17606]], "forces_ev_per_angstrom": [[0.46, 0.79, 0.37], [-0.01, -0.05, -0.27], [0.32, -0.15, 0.29], [-0.17, 0.08, -0.22], [0.10, -0.07, 0.17], [-0.18, 0.03, -0.08], [0.11, -0.10, -0.04], [0.10, 0.04, 0.02], [-0.02, -0.06, -0.14], [-0.02, 0.00, -0.08], [-0.07, 0.05, -0.03], [0.13, -0.09, -0.02], [-1.46, -0.42, -0.11], [0.21, 0.03, 0.17], [0.31, -0.01, -0.04], [-0.01, 0.06, 0.01], [0.01, 0.05, 0.03], [0.00, 0.03, 0.00], [0.01, -0.02, -0.13], [-0.02, 0.02, -0.04], [0.02, -0.01, -0.03], [-0.02, -0.03, 0.09], [0.04, -0.02, 0.02], [-0.07, 0.05, 0.01], [0.52, -0.52, 0.42], [-0.37, 0.96, -0.90], [0.09, -0.55, 0.34], [-0.10, 0.60, -0.15], [-0.07, 0.33, -0.19], [0.07, -0.52, 0.38], [0.04, -0.05, 0.02], [0.08, -0.13, -0.02], [-0.03, -0.15, 0.00], [0.09, -0.09, 0.07], [-0.05, -0.09, 0.08]], "nbo_charge": [0.93, -0.66, -0.40, 0.37, -0.64, 0.15, 0.44, 0.46, 0.47, 0.47, 0.48, -0.96, 1.08, -0.95, -0.96, 0.33, 0.30, 0.29, 0.33, 0.28, 0.29, 0.33, 0.31, 0.26, 0.12, -0.03, -0.44, -0.25, -0.54, 0.54, 0.46, 0.28, 0.28, 0.30, 0.29]}

=====

Entry 4:
{"formula": "C2H6O3S", "method": "ωB97M-V/def2-TZVPD", "e_tot_ha": -703.68289, "orbital_gap_ev": 10.318, "homo_ev": -9.73, "lumo_ha": 0.0215, "smiles": "O=COCS.O", "elements": ["O", "C", "O", "C", "S", "H", "H", "H", "H", "O", "H", "H"], "coordinates": [[2.00003, 1.10469, -0.09750], [1.32157, 0.19216, 0.34527], [0.23186, -0.30773, -0.29692], [0.05376, 0.02367, -1.69884], [-1.14931, -1.02834, -2.63473], [1.41873, -0.05412, 1.42117], [1.01243, 0.16898, -2.23296], [-0.43509, 1.01286, -1.60958], [-2.22907, -0.64770, -1.91938], [-0.90670, 0.11429, 2.66031], [-0.94350, -0.86675, 2.59347], [-0.37470, 0.28797, 3.46967]], "forces_ev_per_angstrom": [[-0.44, -1.61, 0.07], [-0.30, 2.75, -0.58], [1.03, -1.48, 0.24], [-0.87, 1.73, 0.38], [0.91, 0.30, 0.98], [-0.41, -0.79, -0.73], [-0.57, -0.52, 0.31], [0.40, -0.36, -0.60], [0.26, -0.02, -0.14], [0.60, -0.80, 0.78], [0.02, 1.02, 0.07], [-0.63, -0.21, -0.79]], "nbo_charge": [-0.59, 0.64, -0.53, -0.22, -0.02, 0.15, 0.23, 0.20, 0.13, -0.94, 0.47, 0.47]}